# 1
{
  "formula": "C10H8OS",
  "method": "the ωB97M-V functional and the def2-TZVPD basis",
  "homo_ev": -8.32,
  "e_lumo_ev": 0.1,
  "e_above_lowest_kcal_mol": 108.58,
  "orbital_gap_ev": 8.4,
  "total_charge": 0,
  "species": ["C", "C", "C", "C", "C", "C", "C", "C", "C", "C", "O", "S", "H", "H", "H", "H", "H", "H", "H", "H"],
  "xyz": [[-3.121, 0.959, 0.536], [-2.863, -0.302, 0.309], [2.807, -0.135, -0.035], [2.723, 0.738, -1.065], [1.710, -0.457, 0.775], [1.547, 1.529, -1.180], [0.534, 0.194, 0.519], [0.448, 1.199, -0.457], [-1.685, -2.598, 0.397], [-2.304, -1.451, 0.350], [-2.167, 1.975, 0.448], [-1.048, 2.104, -0.747], [-4.080, 1.348, 0.543], [3.697, -0.780, 0.035], [3.577, 1.011, -1.777], [1.714, -1.307, 1.455], [1.610, 2.473, -1.763], [-0.319, -0.133, 1.022], [-0.636, -2.716, 0.153], [-2.143, -3.648, 0.482]]
}

***

# 2
{
  "formula": "C27H30FN5O3",
  "method": "the ωB97M-V functional and the def2-TZVPD basis",
  "homo_ev": -8.12,
  "e_lumo_ev": -0.1,
  "orbital_gap_ev": 8.0,
  "total_charge": 0,
  "species": ["O", "O", "F", "N", "N", "O", "C", "C", "C", "C", "C", "C", "C", "C", "C", "C", "C", "C", "C", "C", "C", "C", "C", "C", "C", "C", "N", "N", "N", "C", "C", "C", "C", "C", "C", "C", "H", "H", "H", "H", "H", "H", "H", "H", "H", "H", "H", "H", "H", "H", "H", "H", "H", "H", "H", "H", "H", "H", "H", "H", "H", "H", "H", "H", "H", "H"],
  "xyz": [[6.273, 1.724, -0.352], [1.933, 2.623, -1.686], [-0.503, -0.090, -2.512], [-6.169, 3.528, 1.385], [-1.691, -2.521, 3.498], [-5.111, 0.308, 5.350], [5.678, 1.376, -1.360], [2.336, 1.966, -2.641], [-2.937, -0.502, 2.567], [-3.919, 0.304, 3.134], [-1.549, -3.303, 4.582], [-5.822, 3.550, 2.680], [-5.782, 2.477, 0.644], [-2.581, -1.514, 3.562], [-2.293, -3.112, 5.755], [-1.216, 0.943, -0.483], [-1.522, -1.426, -0.819], [-5.077, 2.529, 3.272], [-5.037, 1.420, 1.174], [-1.835, 0.846, 0.770], [-2.123, -1.529, 0.442], [-3.220, -2.072, 5.822], [-1.071, -0.189, -1.288], [-4.663, 1.425, 2.521], [-2.302, -0.391, 1.242], [-3.345, -1.263, 4.695], [-4.147, -0.165, 4.435], [1.785, 2.150, -3.845], [4.348, 1.305, -1.366], [6.464, 1.041, -2.610], [2.112, 1.459, -5.093], [3.009, -2.865, -1.465], [4.168, -2.056, -3.499], [3.734, -1.667, -2.083], [2.791, -0.453, -2.099], [3.437, 0.904, -2.448], [-4.681, 0.532, 6.190], [-0.832, -4.118, 4.547], [-6.131, 4.394, 3.289], [-6.065, 2.445, -0.404], [-2.145, -3.777, 6.599], [-0.843, 1.900, -0.838], [-1.399, -2.309, -1.437], [-4.830, 2.611, 4.323], [-4.771, 0.591, 0.529], [-1.944, 1.735, 1.385], [-2.458, -2.497, 0.804], [-3.820, -1.901, 6.711], [1.052, 2.843, -3.868], [3.907, 1.621, -0.513], [7.520, 1.222, -2.414], [6.319, -0.006, -2.858], [6.135, 1.680, -3.427], [1.421, 1.773, -5.877], [3.129, 1.704, -5.406], [2.022, 0.378, -4.965], [3.674, -3.728, -1.445], [2.118, -3.108, -2.044], [2.716, -2.629, -0.441], [4.691, -1.230, -3.976], [4.844, -2.910, -3.452], [3.297, -2.324, -4.098], [4.617, -1.448, -1.483], [1.994, -0.657, -2.813], [2.330, -0.358, -1.115], [3.982, 0.814, -3.384]]
}

***

# 3
{
  "formula": "C29H22Cl2F5N5O2S2Ta",
  "method": "the ωB97M-V functional and the def2-TZVPD basis",
  "homo_ev": [-16.37, -16.37],
  "e_lumo_ev": [-11.3, -11.3],
  "e_above_lowest_kcal_mol": 6.41,
  "orbital_gap_ev": [5.0, 5.0],
  "total_charge": 3,
  "species": ["Ta", "Cl", "C", "C", "C", "Cl", "C", "O", "C", "C", "O", "C", "H", "H", "H", "N", "C", "C", "C", "C", "C", "C", "N", "C", "C", "C", "S", "C", "N", "H", "H", "H", "H", "H", "H", "H", "F", "C", "C", "F", "C", "F", "C", "S", "C", "F", "C", "F", "C", "C", "N", "C", "C", "N", "C", "C", "H", "H", "H", "H", "H", "H", "H", "H", "H", "H", "H", "H"],
  "xyz": [[-0.329, 0.576, -0.076], [-4.158, 4.465, 4.731], [-3.540, 3.355, 3.511], [-2.236, 3.494, 3.125], [-1.771, 2.605, 2.094], [-0.008, 2.562, 1.637], [-2.621, 1.699, 1.509], [-2.091, 0.779, 0.596], [-4.037, 1.628, 1.827], [-4.952, 0.580, 1.288], [-4.613, -0.373, 0.562], [-4.467, 2.524, 2.853], [-1.597, 4.288, 3.493], [-6.063, 0.702, 1.589], [-5.498, 2.418, 3.291], [2.959, 1.717, -2.383], [3.690, 0.665, -1.860], [5.072, 0.370, -2.059], [5.532, -0.903, -1.636], [4.659, -1.733, -0.917], [3.362, -1.390, -0.541], [2.859, -0.176, -1.126], [1.584, 0.504, -1.070], [1.662, 1.571, -1.941], [0.601, 2.506, -2.085], [0.505, 3.458, -3.076], [-1.122, 4.229, -3.087], [-1.598, 3.154, -1.763], [-0.717, 2.207, -1.477], [3.267, 2.680, -2.646], [5.767, 1.145, -2.439], [6.550, -1.305, -1.942], [5.004, -2.751, -0.728], [2.744, -2.111, -0.077], [1.381, 3.764, -3.660], [-2.609, 3.090, -1.412], [5.176, -0.956, 5.203], [4.131, -0.957, 4.392], [3.969, 0.107, 3.488], [5.030, 0.987, 3.430], [2.794, 0.158, 2.695], [2.550, 1.196, 1.874], [1.801, -0.786, 2.816], [0.330, -0.891, 1.770], [1.845, -1.600, 3.905], [0.694, -2.411, 4.247], [2.998, -1.754, 4.624], [2.847, -2.403, 5.830], [-2.069, -2.141, -0.388], [-2.498, -3.405, -1.114], [-2.475, -3.099, -2.633], [-3.132, -1.738, -2.775], [-2.266, -0.630, -2.135], [-1.232, -1.258, -1.223], [-0.219, -1.988, -2.075], [-1.002, -2.929, -3.079], [-1.383, -2.370, 0.427], [-2.999, -1.546, -0.055], [-3.475, -3.825, -0.877], [-1.856, -4.279, -0.987], [-4.030, -1.848, -2.155], [-3.406, -1.478, -3.850], [-2.991, -0.081, -1.512], [-1.834, 0.016, -2.853], [0.507, -2.527, -1.480], [0.397, -1.233, -2.521], [-0.471, -3.917, -3.028], [-0.900, -2.404, -4.066]]
}

***

# 4
{
  "formula": "C38H42IrN2O2P3S5",
  "method": "the ωB97M-V functional and the def2-TZVPD basis",
  "homo_ev": [-6.21, -7.68],
  "multiplicity": 5,
  "e_lumo_ev": [0.4, -1.5],
  "orbital_gap_ev": [6.6, 6.2],
  "total_charge": 0,
  "species": ["Ir", "S", "P", "C", "P", "S", "C", "C", "C", "C", "C", "C", "C", "C", "C", "C", "C", "C", "C", "C", "C", "C", "C", "C", "C", "C", "C", "C", "C", "C", "H", "H", "H", "H", "H", "H", "H", "H", "H", "H", "H", "H", "H", "H", "H", "H", "H", "H", "H", "H", "N", "C", "S", "N", "C", "C", "C", "C", "C", "C", "H", "H", "H", "H", "H", "H", "H", "H", "C", "C", "C", "O", "P", "S", "S", "O", "C", "C", "C", "H", "H", "H", "H", "H", "H", "H", "H", "H", "H", "H", "H", "H", "H"],
  "xyz": [[-1.244, -0.703, -1.298], [-3.137, 1.304, -0.743], [-2.303, 0.822, 1.021], [-1.434, -0.681, 0.874], [-2.346, -2.172, 0.964], [-3.172, -2.583, -0.813], [-3.539, -2.331, 2.328], [-4.870, -2.660, 2.117], [-5.707, -2.834, 3.205], [-5.222, -2.678, 4.493], [-3.897, -2.329, 4.699], [-3.054, -2.158, 3.620], [-1.085, -3.412, 1.365], [-1.176, -4.703, 0.862], [-0.183, -5.618, 1.157], [0.883, -5.250, 1.963], [0.962, -3.966, 2.479], [-0.019, -3.042, 2.173], [-1.050, 2.088, 1.358], [-1.453, 3.405, 1.552], [-0.499, 4.389, 1.724], [0.848, 4.061, 1.705], [1.245, 2.748, 1.511], [0.296, 1.759, 1.328], [-3.467, 1.005, 2.403], [-4.842, 0.957, 2.230], [-5.668, 1.083, 3.333], [-5.127, 1.251, 4.596], [-3.752, 1.273, 4.766], [-2.919, 1.146, 3.674], [-5.237, -2.784, 1.107], [-6.741, -3.102, 3.044], [-5.877, -2.830, 5.338], [-3.518, -2.199, 5.702], [-2.016, -1.893, 3.770], [-2.010, -4.970, 0.227], [-0.241, -6.621, 0.758], [1.664, -5.963, 2.186], [1.797, -3.673, 3.095], [0.057, -2.021, 2.521], [-2.510, 3.640, 1.562], [-0.800, 5.416, 1.874], [1.590, 4.833, 1.847], [2.292, 2.486, 1.503], [0.585, 0.729, 1.169], [-5.252, 0.835, 1.237], [-6.738, 1.064, 3.202], [-5.776, 1.369, 5.451], [-3.327, 1.401, 5.750], [-1.843, 1.161, 3.790], [-2.547, 1.995, -3.908], [-1.552, 1.099, -3.825], [-1.914, -0.559, -3.695], [-0.270, 1.462, -3.966], [0.306, 2.741, -3.992], [1.478, 2.932, -3.264], [2.118, 4.153, -3.279], [1.603, 5.195, -4.034], [0.452, 5.002, -4.776], [-0.202, 3.782, -4.761], [-3.463, 1.662, -3.643], [-2.349, 2.968, -3.726], [0.389, 0.723, -3.725], [1.869, 2.111, -2.687], [3.017, 4.295, -2.700], [2.109, 6.147, -4.055], [0.061, 5.807, -5.381], [-1.073, 3.629, -5.379], [5.256, -3.147, -2.215], [4.063, -2.897, -3.124], [4.387, -1.923, -4.248], [2.910, -2.447, -2.405], [2.775, -1.374, -1.242], [2.748, -2.190, 0.552], [1.188, -0.206, -1.778], [4.056, -0.435, -1.515], [4.308, 0.790, -0.829], [4.930, 0.538, 0.539], [5.265, 1.578, -1.718], [6.064, -3.590, -2.793], [4.983, -3.824, -1.408], [5.608, -2.214, -1.784], [3.731, -3.850, -3.559], [4.730, -0.977, -3.839], [3.497, -1.740, -4.844], [5.164, -2.345, -4.880], [3.358, 1.332, -0.722], [5.826, -0.070, 0.435], [4.234, 0.021, 1.195], [5.210, 1.485, 0.992], [6.177, 0.999, -1.852], [5.513, 2.527, -1.251], [4.822, 1.767, -2.693]]
}